# 1
{
  "formula": "C5H11N4OS",
  "method": "wB97M-V/def2-TZVPD",
  "symbols": ["C", "C", "C", "C", "C", "N", "N", "N", "N", "O", "S", "H", "H", "H", "H", "H", "H", "H", "H", "H", "H", "H"],
  "positions_angstrom": [[0.11813, -1.47661, 4.27493], [-0.04457, -0.37196, -2.00224], [0.01362, -1.14519, -3.31561], [-1.25324, 0.45128, -1.69853], [-0.33931, 1.37499, 0.82478], [0.82844, 0.04319, 1.34016], [1.05588, -0.64315, 2.29426], [0.26032, 2.17635, 0.00250], [0.83017, -0.81893, 3.45712], [0.92805, -0.38230, -1.25682], [-1.72380, 0.52837, 0.13372], [-0.68438, -2.15782, 3.90332], [0.34163, -1.33856, 5.27453], [0.95500, -1.67827, -3.27841], [-0.72967, -1.99208, -3.36787], [-0.01194, -0.45955, -4.21190], [-2.13333, 0.27529, -2.22907], [-0.98222, 1.54815, -2.12060], [-0.65756, 1.59918, 1.82575], [1.48102, -0.04893, 0.58448], [0.98152, 2.65450, 0.44428], [0.76626, 1.86205, -0.87878]],
  "forces_ev_per_angstrom": [[-0.9352, -0.8057, -2.3756], [0.6999, -0.9254, -0.5743], [-0.2317, -0.3643, -0.0326], [1.4453, 3.3519, 1.2418], [-2.2456, -4.0375, 0.9813], [-1.5308, 3.3193, -1.3482], [2.7683, -3.1149, -0.4079], [3.0446, 1.6187, -2.8523], [-1.6315, 1.0932, 2.1951], [-0.8892, 0.1573, -0.6841], [-0.0480, -0.5078, -1.6821], [0.7914, 0.5093, 0.4447], [0.2189, 0.0762, 1.8767], [0.4044, 0.1860, -0.2693], [0.1851, 1.3205, -0.0520], [-0.2614, -0.8262, 0.9294], [-1.3874, -0.9666, -0.7709], [-0.5222, -2.1475, 1.2041], [0.3239, 1.1424, 0.2529], [0.2950, -0.6666, -0.6207], [1.2901, 1.8366, 1.1907], [-1.7838, -0.2487, 1.3532]],
  "e_tot_ev": -24195.052,
  "de_lowest_kcal_mol": 92.3,
  "total_charge": 1,
  "homo_energy_ev": -12.7
}

---

# 2
{
  "formula": "C44H41FN7O3PPb",
  "method": "wB97M-V/def2-TZVPD",
  "symbols": ["Pb", "C", "C", "C", "C", "N", "C", "C", "C", "C", "C", "C", "N", "H", "H", "H", "H", "H", "H", "H", "H", "N", "P", "C", "C", "C", "C", "C", "C", "C", "C", "C", "C", "C", "C", "C", "C", "C", "C", "C", "N", "H", "H", "H", "H", "H", "H", "H", "H", "H", "H", "H", "H", "H", "H", "H", "F", "C", "C", "C", "C", "O", "C", "C", "N", "C", "C", "C", "C", "C", "C", "N", "C", "C", "N", "C", "C", "C", "O", "O", "H", "H", "H", "H", "H", "H", "H", "H", "H", "H", "H", "H", "H", "H", "H", "H", "H", "H"],
  "positions_angstrom": [[2.98515, 0.14154, 0.62651], [2.27933, 0.28633, 5.23063], [3.54817, 0.19602, 5.78173], [4.65419, 0.15913, 4.94694], [4.48033, 0.21437, 3.56739], [3.24136, 0.29663, 3.05598], [2.17081, 0.32890, 3.85452], [5.62971, 0.18099, 2.62371], [6.94988, 0.14945, 3.05673], [7.97573, 0.10440, 2.12367], [7.66690, 0.10023, 0.77280], [6.33354, 0.14120, 0.41399], [5.34851, 0.18027, 1.31294], [1.39440, 0.32035, 5.84957], [3.68154, 0.15103, 6.85444], [5.63858, 0.07880, 5.37899], [1.20539, 0.39369, 3.36589], [7.19658, 0.15883, 4.10630], [9.00501, 0.07022, 2.45487], [8.43831, 0.06727, 0.01685], [6.03899, 0.14368, -0.63003], [2.66398, 2.34448, -2.09658], [2.71858, 0.66324, -2.21539], [3.53514, 0.36838, -3.80060], [2.86361, 0.82191, -4.94332], [3.43852, 0.60776, -6.18302], [4.64922, -0.06697, -6.29151], [5.30260, -0.52404, -5.15601], [4.74515, -0.30917, -3.90426], [1.02313, 0.10773, -2.51886], [0.88793, -1.23935, -2.86191], [-0.32943, -1.70537, -3.32715], [-1.40620, -0.83274, -3.43384], [-1.27478, 0.49645, -3.05637], [-0.06201, 0.97384, -2.58482], [2.56140, 3.14308, -0.95508], [2.55951, 4.53061, -1.10806], [2.46416, 5.32943, 0.01181], [2.37419, 4.72940, 1.26619], [2.40176, 3.35782, 1.33585], [2.49392, 2.56506, 0.25005], [2.98528, 2.84295, -2.91801], [1.90993, 1.33057, -4.86473], [2.93233, 0.96641, -7.06948], [5.08088, -0.24206, -7.26774], [6.24219, -1.05170, -5.24496], [5.25279, -0.67713, -3.02062], [1.74150, -1.90402, -2.79567], [-0.42509, -2.73645, -3.64421], [-2.34751, -1.18268, -3.83753], [-2.11513, 1.17107, -3.15520], [0.05090, 2.02058, -2.32923], [2.64387, 4.96581, -2.09570], [2.46683, 6.40669, -0.08585], [2.29047, 5.32132, 2.16599], [2.34727, 2.85155, 2.29217], [-3.87592, 2.36208, 1.18849], [-3.57906, 1.05837, 1.05901], [-2.25577, 0.73483, 1.00361], [-1.83621, -0.59682, 0.89696], [-0.40627, -0.90188, 0.87976], [0.45168, 0.00313, 0.98033], [-0.15664, -2.31211, 0.78845], [-1.15830, -3.25106, 0.75709], [-2.44870, -2.93193, 0.72527], [-3.44139, -3.99454, 0.63842], [-3.19530, -5.15593, -0.27367], [-4.25060, -4.15186, -0.61747], [-2.82590, -1.59369, 0.82968], [-4.17494, -1.24153, 0.90059], [-4.61112, 0.07944, 1.02755], [-5.95753, 0.38062, 1.11903], [-6.91358, -0.54201, 1.71862], [-8.14209, -0.70959, 0.82026], [-8.48483, 0.60629, 0.17291], [-8.00729, 1.75955, 0.99426], [-6.47725, 1.75685, 1.05769], [1.32921, -2.78140, 0.80477], [1.42930, -3.69580, 1.61418], [2.12363, -2.10779, 0.12818], [-1.52060, 1.52409, 1.07669], [-0.91780, -4.30540, 0.75919], [-3.92650, -4.18671, 1.58762], [-3.49376, -6.13713, 0.06580], [-2.29893, -5.16019, -0.87990], [-5.28863, -4.43593, -0.51370], [-4.05096, -3.48092, -1.44200], [-4.90012, -2.04059, 0.86760], [-7.21439, -0.15934, 2.69870], [-6.47115, -1.51730, 1.89158], [-8.98815, -1.03981, 1.42054], [-7.97045, -1.44176, 0.03450], [-9.49421, 0.66760, 0.02432], [-8.05304, 0.66075, -0.75026], [-8.46586, 1.67899, 1.97758], [-8.34593, 2.69108, 0.54581], [-6.18725, 2.35004, 1.92699], [-6.07662, 2.25155, 0.17411]],
  "forces_ev_per_angstrom": [[0.0422, -0.1175, 0.1498], [0.0203, 0.0115, -0.0567], [0.0159, -0.0023, -0.0104], [-0.0501, -0.0071, -0.1232], [-0.0540, -0.0042, 0.3614], [-0.0257, -0.0329, -0.5114], [-0.1250, 0.0087, 0.1545], [0.2975, -0.0056, -0.0568], [-0.0846, -0.0082, -0.0122], [-0.0476, -0.0051, -0.0256], [0.0109, 0.0096, 0.0265], [0.0452, 0.0072, -0.0378], [-0.1697, 0.0244, 0.0299], [0.0007, -0.0040, -0.0055], [-0.0023, 0.0028, 0.0008], [0.0268, 0.0101, -0.0007], [0.0326, -0.0110, -0.0118], [-0.0111, -0.0024, 0.0256], [0.0029, 0.0127, -0.0072], [-0.0111, -0.0016, -0.0075], [0.0070, -0.0066, 0.0054], [0.2452, -0.2396, 0.2386], [-0.6169, 0.3867, -1.1537], [-0.0134, -0.0467, 0.4118], [0.0953, -0.0403, 0.0142], [-0.1128, 0.1110, -0.0493], [0.0383, -0.0254, 0.0527], [0.0038, -0.0181, -0.0086], [0.1208, 0.0165, 0.0934], [0.3050, -0.1628, 0.2985], [-0.0297, -0.0070, 0.0610], [0.0641, -0.0911, -0.0078], [-0.0303, -0.0025, 0.0112], [-0.1166, 0.0513, 0.0758], [0.0489, 0.1554, 0.0186], [0.0487, 0.2232, 0.2765], [-0.0067, 0.0216, -0.0271], [0.0205, -0.1348, -0.0496], [0.0012, -0.0038, 0.0590], [-0.0285, 0.0871, 0.0677], [-0.0558, 0.0318, -0.2359], [0.0426, -0.0326, -0.0414], [-0.0176, -0.0385, -0.0438], [0.0236, -0.0208, -0.0133], [0.0035, 0.0132, -0.0002], [-0.0047, -0.0056, 0.0014], [-0.0089, -0.0074, -0.0009], [-0.0248, -0.0529, -0.0558], [-0.0093, 0.0267, 0.0240], [0.0092, -0.0205, 0.0010], [0.0217, 0.0170, -0.0079], [-0.0175, -0.0209, 0.0066], [-0.0191, -0.0078, -0.0014], [-0.0098, 0.0031, -0.0109], [0.0119, -0.0217, 0.0110], [-0.0025, -0.0029, -0.0109], [-0.1971, -0.0969, -0.0128], [0.0287, -0.0206, 0.0081], [-0.0880, -0.0792, 0.0086], [0.1179, 0.1127, -0.2547], [-0.6788, 0.3512, 0.3310], [0.0066, -0.2587, 0.1127], [1.7337, -0.5061, 0.1964], [-0.6449, -0.2245, 0.1274], [0.4994, -0.3557, -0.1423], [-0.2125, -0.1421, 0.0387], [0.0636, -0.0638, -0.0636], [-0.0387, 0.0327, -0.0585], [-0.1065, 0.5920, 0.1020], [-0.0083, -0.2534, 0.0327], [0.2235, 0.0759, 0.0339], [-0.2068, 0.0722, -0.1418], [0.0001, 0.1113, 0.0257], [0.2250, -0.3730, 0.3033], [-0.0619, 0.0355, -0.0489], [0.2306, 0.2499, 0.1905], [0.1565, -0.0039, 0.0137], [-1.3088, 1.9539, -1.3062], [0.0873, -0.6247, 0.5888], [0.5383, -0.7949, 0.3316], [0.0004, 0.0188, -0.0373], [-0.0330, -0.0087, -0.0234], [0.0457, 0.0256, 0.0220], [-0.0194, 0.0383, 0.0836], [-0.0177, 0.0599, -0.0121], [0.0108, -0.0148, 0.0465], [0.0827, 0.0344, 0.0191], [0.0245, 0.0539, -0.0944], [0.0046, -0.0558, 0.0151], [-0.0605, 0.0177, 0.0179], [-0.0919, 0.0893, -0.0887], [-0.0358, 0.0919, -0.0927], [-0.0199, 0.0205, -0.0246], [-0.0120, -0.0300, -0.0491], [-0.0431, -0.1060, -0.0335], [-0.0854, -0.0574, -0.0546], [-0.0207, 0.0239, 0.0081], [0.0114, -0.0103, -0.0102]],
  "e_tot_ev": -80085.138,
  "de_lowest_kcal_mol": 107.3,
  "total_charge": 4,
  "homo_energy_ev": [-17.3, -17.5]
}

---

# 3
{
  "formula": "C2H4HoLiO2",
  "method": "wB97M-V/def2-TZVPD",
  "symbols": ["O", "H", "C", "C", "O", "H", "H", "H", "Ho", "Li"],
  "positions_angstrom": [[1.87902, 0.06902, 0.85019], [2.37684, -0.74454, 0.93228], [0.48730, -0.35755, -0.94667], [-0.60763, 0.48000, -0.68496], [-1.22500, 0.34340, 0.52349], [0.50557, -1.30805, -0.38901], [0.96428, -0.26147, -1.92699], [-1.34863, 0.55157, -1.49990], [-3.33642, 0.49878, 1.58136], [0.30468, 0.72885, 1.56022]],
  "forces_ev_per_angstrom": [[-0.4087, 0.6659, 0.9447], [0.1169, -0.0050, 0.1134], [-2.8427, 0.5937, -0.2810], [1.0008, -2.8644, -1.3674], [-1.9462, 0.3659, 2.1368], [0.8593, 0.8441, -0.1198], [-0.1149, -0.2213, 0.4385], [0.8206, 1.3542, -0.1994], [1.4348, -0.1629, -0.8570], [1.0802, -0.5702, -0.8086]],
  "e_tot_ev": -32232.029,
  "de_lowest_kcal_mol": 0.0,
  "s2": 6.003,
  "homo_energy_ev": [-6.0, -6.0],
  "spin_multiplicity": 5
}

---

# 4
{
  "formula": "C6H5N3",
  "method": "wB97M-V/def2-TZVPD",
  "symbols": ["C", "C", "N", "C", "N", "H", "H", "H", "H", "C", "C", "C", "N", "H"],
  "positions_angstrom": [[1.14043, -1.03206, -1.47114], [1.19063, -0.68832, -0.15137], [0.01309, -1.12519, 0.38653], [-0.68130, -1.71020, -0.61765], [-0.03089, -1.66521, -1.74400], [1.87361, -0.87460, -2.23522], [1.92868, -0.17484, 0.42882], [-0.26561, -1.04125, 1.34912], [-1.64967, -2.14737, -0.48530], [-0.42687, 2.07787, -0.34931], [-0.66933, 2.11325, 0.83019], [-0.99626, 2.13127, 2.15428], [-1.26924, 2.11256, 3.27011], [-0.15725, 2.02408, -1.36504]],
  "forces_ev_per_angstrom": [[0.2452, 0.1864, 0.3104], [0.2776, 0.0834, -0.0996], [0.0579, -0.0880, 0.1748], [-0.2365, -0.0499, 0.0327], [-0.3933, -0.2700, -0.4621], [0.2246, 0.0877, -0.1159], [0.1550, 0.0697, 0.1260], [-0.0360, -0.0149, -0.0635], [-0.2385, -0.0942, 0.1262], [-0.1381, 0.0565, 1.3123], [0.1756, 0.1142, -1.6108], [-0.1033, -0.0417, 0.5342], [-0.0535, 0.0019, 0.2669], [0.0633, -0.0410, -0.5317]],
  "e_tot_ev": -10770.626,
  "de_lowest_kcal_mol": 60.0,
  "homo_energy_ev": -9.1
}